#a
# C4H6ClN3

A single C4H6ClN3 molecule (ωB97M-V/def2-TZVPD, the OMol25 dataset).

Computed properties:
Frontier orbital gap, eV: 9.092
Spin multiplicity: 1
Total charge: 0
SMILES: Cc1[nH]nc(N)c1Cl

The geometry in XYZ format:
```
14
Properties=species:S:1:pos:R:3:nbo_charge:R:1
Cl -0.76127 2.34586 -0.04602 0.011
N -0.78598 -1.55150 -0.03082 -0.332
N 0.54493 -1.26020 -0.06261 -0.334
N -2.77020 -0.23450 -0.07709 -0.814
C 2.24010 0.58169 0.00019 -0.653
C 0.82913 0.05325 -0.08352 0.163
C -0.43962 0.67123 0.03088 -0.232
C -1.40034 -0.37403 -0.03646 0.298
H 2.81826 0.27096 -0.93001 0.228
H -3.09000 0.64162 0.28855 0.393
H 1.19187 -1.99580 0.09692 0.402
H 2.19722 1.68518 -0.03355 0.243
H -3.32348 -1.04362 0.00169 0.398
H 2.74939 0.20987 0.88186 0.229
```

---

#b
# C4H6ClN3

2 unconnected molecules or ions with the total composition C4H6ClN3 (ωB97M-V/def2-TZVPD, the OMol25 dataset).

Computed properties:
Frontier orbital gap, eV: 8.377
Spin multiplicity: 1
Total charge: 0
SMILES: C=C1C=NN=C1N.Cl

The geometry in XYZ format:
```
14
Properties=species:S:1:pos:R:3:nbo_charge:R:1
Cl 3.25004 0.81044 -2.94348 -0.307
N 1.04382 -0.03626 -1.08775 -0.254
N -0.07267 0.98364 2.05342 -0.802
N 1.16482 0.51363 0.17747 -0.336
C -0.06443 -0.66727 -1.14344 0.017
C 0.07462 0.38210 0.82574 0.364
C -2.08689 -1.00087 0.27791 -0.231
C -0.86640 -0.51269 0.07453 -0.149
H -2.37882 -1.76234 -0.33620 0.208
H -0.25548 -1.03566 -2.09765 0.211
H 2.48246 1.00037 -1.96961 0.289
H -0.28125 0.29543 2.80749 0.382
H -2.64786 -0.56652 1.03523 0.209
H 0.63805 1.59600 2.32634 0.398
```

---

How far above the most stable structure does each one sit? In eV: #a 0.000; #b 2.019.

---

#a
# C5H6Br2

A molecular structure, C5H6Br2 (ωB97M-V/def2-TZVPD, the OMol25 dataset).

Computed properties:
Frontier orbital gap, eV: 7.875
Spin multiplicity: 1
Total charge: 0

The geometry in XYZ format:
```
13
Properties=species:S:1:pos:R:3:nbo_charge:R:1
Br 3.08880 -1.08915 2.18859 0.139
Br 1.74117 -2.13982 -0.43120 0.145
C -1.63384 -0.28524 0.20225 -0.444
C -0.46829 0.57153 -0.12849 -0.003
C 3.19795 -1.34094 0.37052 -0.276
C -1.46916 0.38336 -1.19089 -0.453
C 0.59036 1.11074 0.42582 -0.394
H -1.52327 -1.33347 0.20688 0.220
H -1.26382 -0.28147 -2.08188 0.227
H 0.97179 0.91955 1.36549 0.194
H 1.18062 1.99535 -0.08223 0.196
H -2.37954 0.16649 0.78476 0.221
H -2.03277 1.32307 -1.62962 0.229
```

---

#b
# C5H6Br2

2 unconnected molecules or ions with the total composition C5H6Br2 (ωB97M-V/def2-TZVPD, the OMol25 dataset).

Computed properties:
Frontier orbital gap, eV: 9.683
Spin multiplicity: 1
Total charge: 0

The geometry in XYZ format:
```
13
Properties=species:S:1:pos:R:3:nbo_charge:R:1
Br -2.47438 0.61767 0.11450 0.012
Br 2.36829 0.74558 0.05936 0.077
C -0.75649 1.46209 -0.17043 -0.343
C 0.64617 -0.07582 -0.09871 -0.110
C 0.38335 -0.94425 -1.27681 -0.663
C -0.00127 -0.57330 2.35483 -0.201
C 0.23570 -0.49733 1.20646 -0.084
H 1.06368 -1.72355 -1.25920 0.229
H -0.25395 -0.89906 3.34039 0.239
H -0.54754 2.14486 0.50397 0.182
H 0.53306 -0.49682 -2.29011 0.228
H -0.53935 -1.42160 -1.30756 0.242
H -0.65728 1.66154 -1.17668 0.192
```

---

How far above the most stable structure does each one sit? In eV: #a 1.766; #b 0.000.

---

#a
# C13H21N5O4

A single C13H21N5O4 molecule (ωB97M-V/def2-TZVPD, the OMol25 dataset).

Computed properties:
Frontier orbital gap, eV: 9.590
Spin multiplicity: 1
Total charge: 0
SMILES: CNC(=O)[C@H](NC(=O)[C@@H](Cc1cnc[nH]1)NC(C)=O)[C@@H](C)O

The geometry in XYZ format:
```
43
Properties=species:S:1:pos:R:3:nbo_charge:R:1
O 1.13093 -2.05524 2.70252 -0.668
O 1.02862 0.77664 3.23263 -0.723
O -2.12166 3.25481 -2.30188 -0.624
O -1.81230 -0.87197 -0.39333 -0.668
N -0.09009 -2.58646 0.89136 -0.630
N -0.31031 0.27959 0.79777 -0.589
N 2.17282 1.58918 -0.78574 -0.556
N 3.61144 -0.03200 -0.28833 -0.434
N -1.66328 1.16155 -2.65531 -0.609
C -0.63708 0.93466 -1.62480 -0.097
C 0.51554 0.27566 -2.36163 -0.414
C -2.39123 2.23547 -2.87872 0.685
C -0.96874 0.03605 -0.36322 0.693
C -0.20805 0.35187 3.31663 0.136
C 1.72188 0.48761 -1.42330 0.077
C 0.89235 -3.61428 0.53427 -0.428
C 2.64386 -0.52355 -1.18835 -0.095
C -3.35161 2.12800 -4.11708 -0.739
C -0.48220 -0.37472 4.60407 -0.653
C 3.33937 1.23430 -0.13777 0.157
C -0.47793 -0.52155 2.02616 -0.180
C 0.18319 -1.78814 1.95516 0.655
H 0.35776 -1.16047 4.61858 0.242
H -0.26436 0.34477 5.37320 0.219
H -0.89405 -2.23167 0.30980 0.439
H 1.60186 -0.03798 3.17184 0.491
H 2.71002 -1.53356 -1.51926 0.212
H 4.03317 1.93315 0.33642 0.212
H 1.59982 2.34454 -0.48367 0.416
H -4.02217 1.24629 -3.93610 0.225
H -3.94054 3.08374 -4.21242 0.249
H 0.62272 0.82884 -3.30602 0.235
H 1.76594 -3.64445 1.37278 0.254
H -0.76043 1.23600 3.24861 0.175
H -1.97729 0.40359 -3.25543 0.398
H 0.21648 -0.76948 -2.49981 0.234
H -1.49064 -0.68159 4.66979 0.209
H -0.18851 1.86718 -1.23060 0.213
H -1.52683 -0.79739 2.18064 0.239
H 0.46489 0.90086 0.65508 0.407
H -2.88666 2.11736 -5.15631 0.242
H 1.45754 -3.29200 -0.28538 0.190
H 0.39576 -4.53523 0.40716 0.203
```

---

#b
# C13H21N5O4

A single C13H21N5O4 molecule (ωB97M-V/def2-TZVPD, the OMol25 dataset).

Computed properties:
Frontier orbital gap, eV: 9.665
Spin multiplicity: 1
Total charge: 0
SMILES: CNC(=O)[C@H](NC(=O)[C@@H](Cc1c[nH]cn1)NC(C)=O)[C@@H](C)O

The geometry in XYZ format:
```
43
Properties=species:S:1:pos:R:3:nbo_charge:R:1
O -0.71470 -3.90614 -0.71535 -0.661
O -2.28353 1.67819 0.07614 -0.632
O -0.09540 -0.43817 2.51042 -0.623
O 2.48976 -2.51400 -1.23097 -0.734
N -1.58923 -1.94755 -0.37707 -0.612
N 1.71563 4.52701 0.45462 -0.489
N -0.02735 2.09146 -0.02982 -0.622
N 0.74368 -0.84602 0.37842 -0.633
N 1.43038 5.52742 2.37343 -0.528
C 1.61040 4.17493 2.65864 -0.073
C -2.88744 -2.28060 -1.11812 -0.407
C 2.18644 -4.54720 -0.00055 -0.611
C 0.34376 -0.00227 1.41436 0.666
C 2.08249 -2.99516 0.07648 0.097
C -1.52643 3.15505 -1.49565 -0.700
C 1.89417 3.61447 1.47574 0.064
C -1.30342 2.24888 -0.37053 0.674
C 1.82883 2.12236 1.49846 -0.426
C 1.48997 5.69324 0.98834 0.177
C -0.55515 -2.79230 -0.23276 0.658
C 0.40550 1.52190 1.25300 -0.124
C 0.77101 -2.36514 0.55370 -0.140
H -0.98166 2.89891 -2.28235 0.218
H 2.13987 1.68466 2.44389 0.238
H -1.53540 -1.03347 0.04121 0.412
H 0.53446 -2.68584 1.52148 0.254
H -1.22260 4.15271 -1.21464 0.224
H 2.54636 1.93640 0.66984 0.222
H 0.54805 2.73961 -0.50184 0.415
H -3.39461 -3.18990 -0.80630 0.219
H -2.72265 -2.18223 -2.25604 0.204
H -0.25648 1.92620 2.07864 0.236
H -2.58778 3.21768 -1.85880 0.239
H 1.74576 -4.97166 0.86415 0.211
H 1.60919 -4.77531 -0.82901 0.221
H 1.09021 -0.58262 -0.52427 0.427
H 1.28960 6.19021 3.08040 0.411
H 1.39070 6.63689 0.44022 0.215
H -3.52546 -1.44378 -0.80247 0.211
H 1.50782 3.74226 3.67038 0.229
H 2.01717 -3.02151 -1.88910 0.470
H 3.18008 -4.90336 -0.04449 0.213
H 2.88995 -2.71634 0.75655 0.190
```

---

How far above the most stable structure does each one sit? In eV: #a 0.503; #b 0.000.

---

#a
# C4H8O4

2 unconnected molecules or ions with the total composition C4H8O4 (ωB97M-V/def2-TZVPD, the OMol25 dataset).

Computed properties:
Frontier orbital gap, eV: 10.775
Spin multiplicity: 1
Total charge: 0
SMILES: CC(=O)OO.CC=O

The geometry in XYZ format:
```
16
Properties=species:S:1:pos:R:3:nbo_charge:R:1
O -0.28812 2.87196 0.95152 -0.581
O -0.37112 -1.32745 -0.71680 -0.579
O 0.89733 0.88385 -0.17215 -0.454
O 1.60022 -0.34610 -0.23170 -0.261
C 1.70836 -2.54876 -0.92573 -0.716
C -2.02147 1.21946 1.00964 -0.740
C -1.22864 2.32891 0.41409 0.479
C 0.82075 -1.37307 -0.61832 0.774
H 2.69744 -2.40292 -0.50100 0.236
H -3.07816 1.36002 0.79553 0.226
H -1.85815 1.15570 2.08267 0.225
H 1.24919 -3.45431 -0.53475 0.242
H 1.78873 -2.64627 -2.00523 0.247
H -1.70813 0.28819 0.53156 0.280
H 1.23385 1.48783 0.57578 0.509
H -1.44206 2.50295 -0.65510 0.112
```

---

#b
# C4H8O4

2 unconnected molecules or ions with the total composition C4H8O4 (ωB97M-V/def2-TZVPD, the OMol25 dataset).

Computed properties:
Frontier orbital gap, eV: 11.508
Spin multiplicity: 1
Total charge: 0
SMILES: COC=O.COC=O

The geometry in XYZ format:
```
16
Properties=species:S:1:pos:R:3:nbo_charge:R:1
O 4.26250 0.84265 1.68864 -0.568
O 2.01196 1.02345 1.05749 -0.517
O -2.63083 -1.93354 -0.27251 -0.530
O -4.23870 -0.26668 -0.50288 -0.576
C -3.84408 -1.31203 -0.00151 0.646
C -1.73494 -1.40760 -1.31304 -0.268
C 3.08234 0.62325 1.82752 0.648
C 2.26776 1.86196 -0.07241 -0.272
H 2.95534 1.35959 -0.77346 0.193
H 1.31211 2.04922 -0.59036 0.200
H -1.17477 -0.52446 -0.96247 0.192
H -2.29062 -1.13243 -2.22524 0.199
H 2.70690 2.83148 0.21706 0.194
H -4.39268 -1.89728 0.76281 0.135
H -1.01445 -2.20335 -1.56659 0.201
H 2.72215 0.08579 2.72700 0.122
```

---

How far above the most stable structure does each one sit? In eV: #a 2.087; #b 0.000.

---

#a
# C4H8O4

A single C4H8O4 molecule (ωB97M-V/def2-TZVPD, the OMol25 dataset).

Computed properties:
Frontier orbital gap, eV: 10.620
Spin multiplicity: 1
Total charge: 0
SMILES: O=C(CO)[C@H](O)CO

The geometry in XYZ format:
```
16
Properties=species:S:1:pos:R:3:nbo_charge:R:1
O -1.49942 -5.10264 -2.17381 -0.709
O -3.84276 -4.88428 -0.99616 -0.559
O -2.76627 -1.50364 -0.42726 -0.710
O -2.46103 -2.98466 1.87342 -0.701
C -1.80754 -3.86431 -1.61124 -0.168
C -3.71813 -2.90362 1.27154 -0.067
C -3.65189 -2.62997 -0.23070 -0.035
C -3.16032 -3.88104 -0.94704 0.539
H -1.91447 -3.70472 1.47497 0.468
H -4.67546 -2.43489 -0.59097 0.204
H -4.27665 -3.82485 1.47895 0.185
H -1.80650 -3.06641 -2.37482 0.198
H -1.06708 -3.57106 -0.84612 0.199
H -2.24527 -5.69235 -1.98902 0.488
H -2.98034 -1.06312 -1.25335 0.475
H -4.29135 -1.99980 1.60942 0.194
```

---

#b
# C4H8O4

2 unconnected molecules or ions with the total composition C4H8O4 (ωB97M-V/def2-TZVPD, the OMol25 dataset).

Computed properties:
Frontier orbital gap, eV: 10.275
Spin multiplicity: 1
Total charge: 0
SMILES: C=COC.O=COO

The geometry in XYZ format:
```
16
Properties=species:S:1:pos:R:3:nbo_charge:R:1
O 1.35806 -2.48998 0.16634 -0.433
O -1.16533 -2.39360 -0.37758 -0.608
O 0.64370 -1.38317 0.75713 -0.330
O -0.61431 0.25561 -0.61407 -0.548
C 0.94101 0.43002 -0.55891 0.188
C -1.40176 1.31615 -0.06699 -0.260
C 1.55476 1.41192 0.08768 -0.510
C -0.84152 -1.48949 0.36762 0.645
H 2.58666 1.63014 -0.16214 0.230
H -1.40320 -1.15165 1.24815 0.158
H 1.11370 1.95715 0.91072 0.215
H 1.33129 -0.11847 -1.40399 0.209
H 0.72659 -2.72448 -0.55213 0.468
H -2.41932 1.21296 -0.44771 0.206
H -1.00696 2.28396 -0.37930 0.200
H -1.40338 1.25291 1.02517 0.172
```

---

How far above the most stable structure does each one sit? In eV: #a 0.000; #b 4.918.